# 1
{"formula": "C4H6O2", "method": "ωB97M-V with the def2-TZVPD basis set", "species": ["O", "C", "C", "C", "O", "C", "H", "H", "H", "H", "H", "H"], "xyz": [[1.384, -0.807, -1.259], [0.247, -0.763, -0.443], [0.518, -0.273, 0.995], [-1.376, 0.492, 0.691], [-0.068, 1.316, 0.318], [-0.704, 0.385, -0.616], [1.744, 0.088, -1.322], [-0.219, -1.749, -0.489], [0.184, -0.854, 1.847], [1.523, 0.132, 1.156], [-2.208, 1.208, 0.682], [-1.026, 0.826, -1.558]], "lumo_energy_ev": 0.37, "orbital_gap_ev": 8.2, "e_above_lowest_kj_mol": 693.6}

# 2
{"formula": "CHBrCl2", "method": "ωB97M-V with the def2-TZVPD basis set", "species": ["C", "Cl", "Cl", "Br", "H"], "xyz": [[-0.355, -0.115, 0.304], [-1.660, 0.700, -0.360], [-0.457, -1.877, 0.425], [2.114, 0.857, -1.364], [0.358, 0.436, 0.994]], "lumo_energy_ev": [-1.45, -3.12], "orbital_gap_ev": [8.9, 5.9], "e_above_lowest_kj_mol": 158.9}

# 3
{"formula": "C42H84O18", "method": "ωB97M-V with the def2-TZVPD basis set", "species": ["C", "C", "O", "C", "C", "O", "H", "H", "H", "H", "H", "H", "H", "H", "C", "C", "O", "C", "C", "O", "H", "H", "H", "H", "H", "H", "H", "H", "C", "C", "O", "C", "C", "O", "H", "H", "H", "H", "H", "H", "H", "H", "C", "C", "O", "C", "C", "O", "H", "H", "H", "H", "H", "H", "H", "H", "C", "C", "O", "C", "C", "O", "H", "H", "H", "H", "H", "H", "H", "H", "C", "C", "O", "C", "C", "O", "H", "H", "H", "H", "H", "H", "H", "H", "C", "C", "C", "O", "H", "H", "H", "H", "H", "H", "C", "C", "C", "O", "H", "H", "H", "H", "H", "H", "C", "C", "C", "O", "H", "H", "H", "H", "H", "H", "C", "C", "C", "O", "H", "H", "H", "H", "H", "H", "C", "C", "C", "O", "H", "H", "H", "H", "H", "H", "C", "C", "C", "O", "H", "H", "H", "H", "H", "H"], "xyz": [[13.758, 7.293, 14.607], [14.662, 8.077, 15.635], [13.851, 8.755, 16.582], [14.274, 9.106, 17.811], [13.180, 9.893, 18.447], [15.345, 8.923, 18.324], [14.333, 6.829, 13.825], [13.100, 8.039, 14.164], [13.050, 6.543, 15.101], [15.441, 7.470, 16.155], [15.343, 8.792, 15.088], [12.194, 9.447, 18.242], [13.119, 10.898, 18.059], [13.355, 9.902, 19.550], [20.724, 13.549, 14.283], [20.127, 12.496, 15.206], [19.538, 11.389, 14.377], [19.200, 10.344, 15.138], [18.532, 9.216, 14.319], [19.360, 10.355, 16.357], [21.048, 14.418, 14.885], [19.974, 13.893, 13.572], [21.551, 13.159, 13.647], [20.878, 12.017, 15.900], [19.304, 12.938, 15.747], [18.585, 9.655, 13.337], [17.512, 9.221, 14.564], [19.086, 8.286, 14.461], [12.462, 10.042, 10.303], [12.576, 11.526, 10.219], [12.319, 12.054, 8.882], [13.227, 11.935, 7.927], [12.763, 12.304, 6.586], [14.359, 11.611, 8.231], [13.076, 9.465, 9.583], [11.443, 9.732, 10.093], [12.704, 9.700, 11.288], [11.841, 12.025, 10.803], [13.628, 11.856, 10.489], [12.939, 13.328, 6.413], [11.695, 12.164, 6.487], [13.407, 11.781, 5.860], [9.027, 14.563, 10.360], [9.970, 15.828, 10.150], [10.461, 16.262, 11.460], [11.517, 15.610, 11.926], [12.034, 16.268, 13.287], [12.025, 14.636, 11.390], [8.467, 14.386, 9.513], [8.380, 14.855, 11.213], [9.593, 13.663, 10.632], [10.819, 15.666, 9.431], [9.306, 16.707, 9.930], [11.882, 17.330, 13.287], [13.053, 16.050, 13.606], [11.408, 15.905, 14.113], [16.606, 13.261, 19.531], [17.996, 13.542, 19.191], [18.278, 14.953, 19.040], [18.423, 15.465, 17.821], [18.819, 16.855, 17.872], [18.351, 14.803, 16.775], [16.349, 12.302, 19.082], [15.989, 13.949, 18.992], [16.451, 13.316, 20.623], [18.644, 13.199, 19.996], [18.271, 13.035, 18.348], [18.525, 17.282, 16.915], [19.886, 16.951, 18.157], [18.358, 17.375, 18.777], [16.242, 12.545, 16.256], [15.155, 12.343, 15.185], [15.528, 12.973, 13.898], [15.882, 12.184, 12.894], [16.387, 12.893, 11.677], [15.952, 10.975, 12.958], [16.641, 13.488, 16.520], [17.095, 11.937, 15.949], [15.906, 12.084, 17.222], [15.033, 11.302, 14.891], [14.211, 12.768, 15.468], [17.463, 12.999, 11.760], [15.971, 13.868, 11.653], [16.117, 12.348, 10.804], [10.005, 10.074, 14.243], [10.700, 11.044, 13.249], [12.001, 11.676, 13.566], [10.085, 11.274, 12.237], [9.293, 9.381, 13.687], [9.563, 10.592, 15.090], [10.764, 9.564, 14.870], [12.102, 11.974, 14.627], [12.098, 12.464, 12.843], [12.759, 10.948, 13.268], [14.509, 15.017, 9.432], [14.948, 16.248, 10.092], [15.373, 17.365, 9.193], [14.983, 16.339, 11.302], [15.422, 14.427, 9.314], [14.071, 15.214, 8.466], [13.834, 14.474, 10.033], [14.568, 17.759, 8.583], [16.171, 16.914, 8.583], [15.804, 18.171, 9.766], [16.186, 9.098, 10.114], [15.886, 7.878, 10.870], [17.028, 7.146, 11.645], [14.792, 7.398, 10.871], [16.002, 8.794, 9.030], [17.293, 9.330, 10.238], [15.551, 9.953, 10.220], [18.004, 7.590, 11.450], [16.943, 6.119, 11.398], [16.775, 7.287, 12.731], [16.978, 16.095, 13.854], [16.054, 17.203, 14.192], [16.446, 18.540, 13.666], [15.069, 17.091, 14.881], [16.883, 15.218, 14.457], [18.002, 16.474, 13.889], [16.759, 15.867, 12.773], [17.248, 18.866, 14.341], [15.654, 19.226, 13.762], [16.902, 18.616, 12.667], [19.565, 12.518, 9.179], [18.302, 13.314, 8.904], [17.366, 12.748, 7.842], [18.151, 14.361, 9.476], [20.216, 13.035, 9.961], [20.182, 12.398, 8.286], [19.284, 11.549, 9.576], [17.187, 11.670, 8.011], [17.958, 12.891, 6.921], [16.389, 13.188, 7.788], [10.125, 14.047, 16.177], [11.471, 13.635, 16.728], [12.476, 14.719, 16.841], [11.689, 12.481, 17.026], [10.048, 13.795, 15.111], [10.021, 15.064, 16.253], [9.259, 13.566, 16.662], [12.618, 15.274, 15.899], [13.466, 14.324, 17.154], [12.221, 15.438, 17.566]], "lumo_energy_ev": 0.55, "orbital_gap_ev": 9.9, "e_above_lowest_kj_mol": 0.0}

# 4
{"formula": "C3H7NO", "method": "ωB97M-V with the def2-TZVPD basis set", "species": ["C", "C", "O", "H", "H", "H", "H", "C", "N", "H", "H", "H"], "xyz": [[3.334, 1.004, 0.397], [2.053, 0.800, 0.067], [1.702, -0.010, -0.965], [3.627, 1.746, 1.119], [4.114, 0.449, -0.112], [1.246, 1.184, 0.669], [2.488, -0.187, -1.482], [-3.857, -1.216, -0.248], [-2.864, -0.610, 0.238], [-3.911, -2.087, -0.906], [-4.821, -1.130, 0.262], [-3.111, 0.057, 0.961]], "lumo_energy_ev": 1.13, "orbital_gap_ev": 10.0, "e_above_lowest_kj_mol": 277.2}

Copy entry 4 word for word.
{"formula": "C3H7NO", "method": "ωB97M-V with the def2-TZVPD basis set", "species": ["C", "C", "O", "H", "H", "H", "H", "C", "N", "H", "H", "H"], "xyz": [[3.334, 1.004, 0.397], [2.053, 0.800, 0.067], [1.702, -0.010, -0.965], [3.627, 1.746, 1.119], [4.114, 0.449, -0.112], [1.246, 1.184, 0.669], [2.488, -0.187, -1.482], [-3.857, -1.216, -0.248], [-2.864, -0.610, 0.238], [-3.911, -2.087, -0.906], [-4.821, -1.130, 0.262], [-3.111, 0.057, 0.961]], "lumo_energy_ev": 1.13, "orbital_gap_ev": 10.0, "e_above_lowest_kj_mol": 277.2}